No. 1
Computed, not measured: a structure of composition C21H22N2V in a non-equilibrium geometry, with ωB97M-V with the def2-TZVPD basis set.

Summary:
HOMO (spin up / spin down) = -13.974 / -14.125 eV
orbital gap (spin up / spin down) = 0.1824 / 0.2068 Eh
2S+1 = 2
E_tot = -1866.145087 a.u.
net charge = +2

Structure (XYZ):
```
46
C21H22N2V (ωB97M-V with the def2-TZVPD basis set)
C -0.0609 -0.5532 2.5333
C -0.2187 0.9485 2.5071
H -1.0936 -0.9420 2.6781
H 0.6037 -0.9091 3.3458
H 0.2950 -0.9397 1.5262
H -0.0590 1.2694 1.4485
H -1.2397 1.1962 2.7749
H 0.4531 1.4451 3.2070
C 0.4394 -2.7069 -1.3329
C 0.9012 -3.7148 -2.1799
C 1.2731 -3.3735 -3.4886
C 1.1923 -2.0584 -3.9387
H 0.0826 -2.8384 -0.3144
H 0.9782 -4.7453 -1.8151
H 1.6412 -4.1296 -4.1712
H 1.5177 -1.7404 -4.9263
N 0.3971 -1.4045 -1.7723
C 0.7142 -1.0646 -3.0871
C 0.6076 0.3631 -3.3234
N 0.1553 1.0531 -2.1992
C 0.1701 2.4242 -2.1175
C 0.9267 2.4860 -4.3905
C 0.5254 3.1747 -3.2346
H -0.1279 2.8047 -1.1396
H 0.4871 4.2701 -3.1902
C 0.9903 1.0951 -4.4381
H 1.3328 0.5207 -5.2993
H 1.2053 3.0327 -5.2788
V 0.0080 0.0354 -0.7070
C 1.7965 0.4779 0.1979
H 2.0882 1.3846 -0.3856
H 2.4197 -0.3850 -0.1056
H 2.0241 0.7134 1.2543
C -1.8078 -0.2263 -0.1847
C -2.9922 -0.4021 0.2201
C -4.2499 -0.5215 0.8723
C -4.6190 -1.6625 1.6624
C -5.6637 -1.6081 2.5950
C -6.4328 -0.4416 2.7411
C -6.2086 0.6290 1.8601
C -5.1572 0.5829 0.9366
H -4.0529 -2.5884 1.5703
H -5.9009 -2.4694 3.2288
H -7.1949 -0.3714 3.5251
H -6.8688 1.5022 1.9099
H -5.0057 1.4394 0.2808
```

Löwdin population analysis, charges in e, atoms 1 to 5:
1. C -0.1624
2. C -0.1672
3. H 0.0791
4. H 0.0983
5. H 0.0213

No. 2
Computed, not measured: a structure of composition C29H25N5O15S5V in a non-equilibrium geometry, with ωB97M-V with the def2-TZVPD basis set.

Summary:
HOMO (spin up / spin down) = -3.571 / -3.642 eV
energy relative to the best compared isomer or geometry (same formula, charge and spin) = 170.3 kJ/mol
orbital gap (spin up / spin down) = 0.2713 / 0.2739 Eh
2S+1 = 2
E_tot = -5457.706445 a.u.
net charge = -2

Structure (XYZ):
```
80
C29H25N5O15S5V (ωB97M-V with the def2-TZVPD basis set)
V 0.7064 0.1014 -0.5287
O -1.9316 2.5076 -2.3408
S -0.9950 1.4181 -2.4690
O 0.3206 1.7734 -2.9198
O -1.0034 0.5520 -1.2462
C -1.6184 0.4137 -3.8305
C -2.4887 1.0235 -4.7210
C -2.8584 0.3742 -5.8886
C -2.3263 -0.8736 -6.1866
C -1.4431 -1.4762 -5.3044
C -1.0879 -0.8371 -4.1259
S -0.3071 -1.8532 -2.8648
O -1.4740 -2.1755 -2.0746
O 0.2532 -2.9948 -3.5517
O 0.7531 -1.0860 -2.1629
H -2.8720 1.9993 -4.4560
H -3.5597 0.8448 -6.5664
H -2.6037 -1.3787 -7.1037
H -1.0166 -2.4516 -5.4937
N 2.8062 1.9463 1.6771
C 3.7373 1.8065 0.5845
C 3.1872 1.5358 -0.8419
O 3.9584 1.3465 -1.7486
O 1.9086 1.0987 -0.8718
H 2.0321 2.5441 1.3847
H 2.4132 1.0416 1.9075
H 4.4119 0.9690 0.7866
H 4.3403 2.7114 0.5010
O 1.0817 -5.0350 1.1098
C 2.3472 -4.6328 0.9532
C 3.3573 -5.5809 1.1292
C 4.6859 -5.2397 0.9690
C 5.0419 -3.9434 0.6137
C 4.0524 -2.9946 0.4400
C 2.7076 -3.3144 0.6203
C 1.6997 -2.2612 0.4247
O 2.0615 -1.0581 0.1693
N 0.4370 -2.5783 0.5150
N -0.3544 -1.4840 0.2866
C -1.6111 -1.7034 0.4925
S -2.8888 -0.5316 0.3231
C -4.0712 -1.5440 1.3051
C -3.8723 -2.9708 0.8571
S -2.0928 -3.3023 1.0310
H 0.4927 -4.2520 0.9651
H 3.0610 -6.5884 1.3908
H 5.4479 -5.9929 1.1319
H 6.0823 -3.6793 0.4754
H 4.2900 -1.9811 0.1454
H -5.0722 -1.1677 1.0933
H -3.8481 -1.4246 2.3668
H -4.1300 -3.0897 -0.1961
H -4.4156 -3.6887 1.4716
O 2.6811 3.6438 -1.2259
C 1.6220 4.2326 -0.9627
C 1.2556 5.5246 -1.7201
C 0.0502 6.0319 -0.9590
C -0.2335 4.8889 0.0394
O -1.1872 4.9374 0.8049
N 0.7245 3.9323 -0.0200
H 1.0229 5.2509 -2.7500
H 2.1118 6.2002 -1.7166
H -0.8304 6.1961 -1.5794
H 0.2522 6.9385 -0.3843
O -0.5790 -2.2852 4.1716
S -0.0143 -0.9604 4.2240
O 0.9253 -0.7245 5.2906
N 0.5817 -0.5049 2.7719
C -0.1477 0.4480 2.2431
O 0.0023 0.9497 1.0817
C -1.2658 0.9434 3.1019
C -2.1658 1.9456 2.7851
C -3.1707 2.2086 3.7074
C -3.2650 1.4873 4.8937
C -2.3486 0.4875 5.2027
C -1.3542 0.2332 4.2828
H -2.0373 2.5193 1.8757
H -3.8914 2.9879 3.4947
H -4.0576 1.7196 5.5947
H -2.4133 -0.0747 6.1249
```

Löwdin population analysis, charges in e, atoms 1 to 5:
1. V 1.0644
2. O -0.2853
3. S 0.5237
4. O -0.2486
5. O -0.4761

No. 3
Computed, not measured: a structure of composition C37H35BiF12N7O2S in a non-equilibrium geometry, with ωB97M-V with the def2-TZVPD basis set.

Summary:
HOMO = -4.449 eV
energy relative to the best compared isomer or geometry (same formula, charge and spin) = 0.0 kJ/mol
orbital gap = 0.2428 Eh
E_tot = -3776.103473 a.u.
net charge = -1

Structure (XYZ):
```
95
C37H35BiF12N7O2S (ωB97M-V with the def2-TZVPD basis set)
Bi 0.7211 -1.0087 0.1495
N 0.4750 0.6359 4.6405
C 0.7978 0.6441 3.3117
S 1.9585 -0.5275 2.7585
N 0.2055 1.5767 2.6042
N 0.5195 1.5241 1.2811
C 0.6490 2.6402 0.6683
C 0.5224 3.9571 1.3576
C 1.3912 4.2732 2.4016
C 1.3023 5.5005 3.0423
C 0.3372 6.4239 2.6532
C -0.5334 6.1129 1.6181
C -0.4374 4.8853 0.9720
C 1.1178 2.5897 -0.7462
C 1.4641 3.7407 -1.4473
C 2.0652 3.6129 -2.6895
C 2.3234 2.3520 -3.1982
C 1.9293 1.2566 -2.4436
N 1.3243 1.3755 -1.2677
H 0.6955 -0.2136 5.1273
H -0.3795 1.1081 4.8908
H 2.1323 3.5451 2.7132
H 1.9823 5.7339 3.8536
H 0.2649 7.3828 3.1548
H -1.2921 6.8243 1.3123
H -1.1187 4.6405 0.1624
H 1.2890 4.7150 -1.0152
H 2.3507 4.4984 -3.2447
H 2.8061 2.2152 -4.1574
H 2.0863 0.2397 -2.7820
C -2.1839 3.3566 -3.9803
C -2.0806 2.2586 -2.9486
C -2.4299 2.4695 -1.6223
C -2.2599 1.4631 -0.6880
C -1.7681 0.2033 -1.0362
N -1.5048 -0.7653 -0.0287
C -2.5692 -1.4188 0.6016
C -3.8953 -0.9637 0.4196
C -4.9990 -1.6115 0.9364
C -4.8643 -2.7784 1.6718
C -6.0508 -3.5169 2.2466
C -3.5746 -3.2490 1.8479
C -2.4326 -2.6218 1.3473
C -1.0873 -3.3078 1.6714
O 0.0211 -2.9113 0.9842
C -0.8268 -3.1022 3.2063
F 0.3745 -3.5773 3.5664
F -1.7324 -3.6740 4.0321
F -0.8577 -1.7821 3.4709
C -1.1782 -4.8572 1.3422
F -1.8084 -5.0315 0.1693
F 0.0489 -5.3936 1.2223
F -1.8250 -5.6214 2.2597
C -1.4482 -0.0472 -2.3968
C -1.6034 1.0017 -3.3092
C -0.7979 -1.4081 -2.8040
O 0.3254 -1.7108 -2.0857
C -0.3578 -1.4694 -4.3291
F -1.3058 -1.2082 -5.2596
F 0.1184 -2.6942 -4.6071
F 0.6451 -0.5958 -4.5812
C -1.8514 -2.5980 -2.6768
F -2.6067 -2.7445 -3.8002
F -2.7190 -2.4265 -1.6758
F -1.2199 -3.7590 -2.4708
H -2.3477 4.3276 -3.5073
H -1.2631 3.4192 -4.5662
H -3.0065 3.1773 -4.6777
H -2.8277 3.4347 -1.3155
H -2.4828 1.6450 0.3586
H -4.0637 -0.0915 -0.1916
H -5.9880 -1.2036 0.7411
H -6.9873 -3.0619 1.9178
H -6.0566 -4.5647 1.9319
H -6.0394 -3.5055 3.3412
H -3.4627 -4.1692 2.4077
H -1.3378 0.8677 -4.3468
N 3.8374 0.3489 -0.0998
C 5.1142 0.1317 0.5785
C 5.7818 -1.1688 0.1334
C 4.9118 -2.3926 0.4460
C 3.8933 -2.7595 -0.6362
N 2.5875 -2.9719 -0.0107
H 3.9442 0.8735 -0.9567
H 3.1540 0.8083 0.4923
H 4.9167 0.0559 1.6500
H 5.8082 0.9654 0.4406
H 6.7433 -1.2586 0.6467
H 6.0005 -1.1201 -0.9405
H 4.3576 -2.1790 1.3691
H 5.5499 -3.2548 0.6512
H 4.2295 -3.6367 -1.1998
H 3.8000 -1.9351 -1.3461
H 2.6362 -3.4195 0.8979
H 1.9529 -3.5240 -0.5856
```

Löwdin population analysis, charges in e, atoms 1 to 5:
1. Bi 1.8494
2. N 0.0530
3. C -0.9007
4. S 0.4938
5. N -0.0098

No. 4
Computed, not measured: a structure of composition C29H31LiN3O4SSb2 in a non-equilibrium geometry, with ωB97M-V with the def2-TZVPD basis set.

Summary:
HOMO = -2.420 eV
energy relative to the best compared isomer or geometry (same formula, charge and spin) = 250.5 kJ/mol
orbital gap = 0.1663 Eh
E_tot = -2475.095811 a.u.
net charge = -1

Structure (XYZ):
```
71
C29H31LiN3O4SSb2 (ωB97M-V with the def2-TZVPD basis set)
Li 1.8581 1.4794 2.1071
O 0.2324 4.7461 0.0002
C 0.8082 3.7852 0.6101
O 0.2062 3.0155 1.4337
C 2.2734 3.5615 0.2238
C 3.1074 4.3189 -0.6061
C 4.3705 3.7905 -0.9535
C 4.8070 2.6359 -0.3025
C 3.9191 1.9194 0.4898
N 2.7251 2.4357 0.7642
C 4.2467 0.5728 1.0861
O 5.2633 0.0105 0.5777
O 3.4805 0.1640 2.0081
H 2.7186 5.2399 -1.0344
H 4.9647 4.3520 -1.6504
H 5.8060 2.2009 -0.3212
C -2.4634 5.9997 1.3128
Sb -1.8645 4.8390 -0.3232
C -1.7288 6.2831 -1.9314
C -3.3738 3.2863 -1.4773
C -4.3766 2.3769 -0.9140
C -5.2386 2.9442 0.0492
C -6.1948 2.2563 0.7302
C -6.2900 0.8748 0.5656
C -5.5227 0.2186 -0.4064
C -4.6366 0.9660 -1.1865
C -3.8079 0.2785 -2.1842
Sb -1.7175 -0.3221 -1.4153
C -2.1384 -2.4814 -1.1177
C -1.7263 0.0456 0.7851
H -1.9124 5.8004 2.2411
H -3.5381 5.8328 1.3883
H -2.2592 7.0998 1.0916
H -1.5716 7.3501 -1.5961
H -2.5839 6.3213 -2.5542
H -0.8148 6.0331 -2.5458
H -2.6560 2.7092 -2.0804
H -3.7664 4.1709 -2.1060
H -4.8924 3.9606 0.2938
H -6.8609 2.7426 1.4538
H -6.9555 0.2350 1.1384
H -5.5225 -0.8623 -0.6195
H -3.4045 0.8714 -2.9945
H -4.1079 -0.6554 -2.6787
H -3.1655 -2.8084 -0.8832
H -1.4575 -2.8469 -0.3563
H -1.9586 -2.9672 -2.1011
H -2.7244 -0.3211 1.1768
H -1.6954 1.1559 1.0307
H -0.8485 -0.4206 1.2208
S 4.7410 -4.8965 0.8174
C 3.4030 -3.9533 0.2563
C 3.1933 -2.6735 0.8107
C 2.0543 -1.9823 0.3581
N 1.2157 -2.5233 -0.5115
C 1.4357 -3.7379 -1.0079
C 2.5179 -4.5412 -0.6375
C 4.0816 -6.5361 1.1019
C 3.0614 -6.7016 2.0064
C 2.5898 -7.9823 2.2849
N 3.1369 -9.0544 1.6385
C 3.9377 -8.8680 0.6368
C 4.5500 -7.6204 0.3570
H 4.0371 -2.3157 1.3942
H 1.8250 -0.9860 0.7046
H 0.6452 -4.1043 -1.6619
H 2.6127 -5.5495 -1.0246
H 2.7402 -5.7903 2.5263
H 1.8130 -8.1902 3.0089
H 4.1898 -9.7402 0.0033
H 5.2076 -7.4481 -0.5013
```

Löwdin population analysis, charges in e, atoms 1 to 5:
1. Li 0.6966
2. O -0.2798
3. C -0.5819
4. O -0.0921
5. C -0.1710

No. 5
Computed, not measured: an isolated molecule of C10H10ClNO in a non-equilibrium geometry, with ωB97M-V with the def2-TZVPD basis set.

Summary:
HOMO = -9.172 eV
energy relative to the best compared isomer or geometry (same formula, charge and spin) = 140.7 kJ/mol
orbital gap = 0.3634 Eh
E_tot = -977.190613 a.u.

Structure (XYZ):
```
23
C10H10ClNO (ωB97M-V with the def2-TZVPD basis set)
C -2.6259 1.2610 -0.3672
C -1.6850 0.1116 -0.7262
N -2.3198 -1.1529 -0.9638
C -1.8463 -1.9857 -0.1081
O -1.9355 -3.1583 0.0992
C -0.9372 -0.6309 0.4856
Cl -1.5089 -0.1440 2.0218
C 0.5346 -0.7833 0.4174
C 1.3671 0.3017 0.0367
C 2.7326 0.1357 0.0813
C 3.2500 -1.1463 -0.0142
C 2.3994 -2.2038 0.0987
C 1.0597 -2.0025 0.4315
H -3.3440 0.6792 0.1538
H -3.0769 1.6520 -1.2932
H -2.0769 1.9923 0.2860
H -0.9017 0.3801 -1.5064
H -3.1209 -1.4790 -1.6479
H 0.8480 1.2964 0.0682
H 3.4253 1.0427 0.0655
H 4.3372 -1.1775 -0.1647
H 2.8186 -3.2375 0.0533
H 0.3052 -2.8407 0.6224
```

Löwdin population analysis, charges in e, atoms 1 to 5:
1. C -0.0723
2. C -0.3289
3. N 0.0831
4. C -0.4832
5. O 0.0895

No. 6
Computed, not measured: an isolated molecule of C3H5NO2, with ωB97M-V with the def2-TZVPD basis set.

Summary:
HOMO = -9.967 eV
energy relative to the best compared isomer or geometry (same formula, charge and spin) = 69.5 kJ/mol
orbital gap = 0.3645 Eh
E_tot = -322.547877 a.u.

Structure (XYZ):
```
11
C3H5NO2 (ωB97M-V with the def2-TZVPD basis set)
C -0.7866 -1.2056 0.9493
N -0.3477 -0.3534 -0.1336
C 0.5571 0.6260 0.0521
O 1.0998 0.9257 1.1032
C 0.8774 1.3990 -1.2262
O 0.3718 1.1420 -2.2919
H -0.7835 -0.6235 1.8733
H -1.8013 -1.5572 0.7490
H -0.1243 -2.0691 1.0826
H -0.6788 -0.4924 -1.0779
H 1.6161 2.2084 -1.0800
```

Löwdin population analysis, charges in e, atoms 1 to 5:
1. C -0.0611
2. N 0.0164
3. C -0.4784
4. O 0.0643
5. C -0.1422